28
Properties=species:S:1:pos:R:3:nbo_charge:R:1 method="wB97M-V/def2-TZVPD" total_charge=0 de_lowest_ev=1.672 total_energy_ev=-20554.40280 smiles="C[Si](C)(C)OC1=C[C@H]2C=C[C@@H]1C2" orbital_gap_ev=9.11 lumo_energy_ha=0.0321
C 0.47685 2.28900 2.76979 -1.1398
Si 0.84305 1.16070 1.33643 1.8783
C 2.50415 0.39907 1.66754 -1.1545
C 1.12796 2.07176 -0.31674 -1.1305
O -0.36384 -0.00303 1.16819 -0.8436
C -0.64125 -0.58922 -0.04862 0.3570
C 0.23064 -1.08830 -0.93293 -0.3223
C -0.56518 -1.66369 -2.06749 -0.2856
C -1.32683 -2.88283 -1.50164 -0.1936
C -2.22480 -2.39444 -0.63880 -0.1900
C -2.03905 -0.82270 -0.65146 -0.3194
C -1.74532 -0.62159 -2.18021 -0.3369
H -0.31320 3.03434 2.59879 0.2414
H 1.36490 2.85432 3.04377 0.2431
H 0.11455 1.72029 3.61378 0.2447
H 3.35622 0.91911 1.23273 0.2420
H 2.71138 0.17398 2.70236 0.2398
H 2.46406 -0.58820 1.20179 0.2371
H 0.54609 2.96180 -0.54146 0.2366
H 2.17115 2.34671 -0.38414 0.2333
H 0.92795 1.38410 -1.12367 0.2467
H 1.28154 -1.10971 -0.80400 0.2160
H 0.00767 -1.79976 -2.99532 0.2206
H -1.23731 -3.91689 -1.72673 0.2168
H -2.83780 -2.97666 0.01974 0.2167
H -2.84671 -0.23124 -0.15771 0.2281
H -1.46265 0.38434 -2.43513 0.2082
H -2.52423 -1.01126 -2.84887 0.2097